Entry 1:
DFT (wB97M-V/def2-TZVPD) results for C5H8O in the gas phase.

Computed properties:
M: 84.1 g/mol
SMILES: C[C@H]1CCC1=O
Gap between HOMO and LUMO: 10.411 eV
Energy above the lowest of the compared OMol25 structures with the same formula, charge and spin: 81.27 kJ/mol
E_HOMO: -9.42 eV

Atoms and positions in Å:
C  1.6363  -0.5559  0.2616
C  0.5570  0.4466  -0.1002
C  -0.5685  -0.0547  -1.0524
C  -1.6502  0.1866  0.0470
C  -0.5071  0.5354  1.0033
O  -0.4072  0.6638  2.1935
H  2.3087  -0.1462  1.0242
H  1.1287  -1.4203  0.7044
H  2.2160  -0.8995  -0.6060
H  0.9871  1.4148  -0.3798
H  -0.7131  0.5222  -1.9721
H  -0.4241  -1.1100  -1.3167
H  -2.2698  1.0742  -0.1395
H  -2.2937  -0.6572  0.3327

---

Entry 2:
DFT (wB97M-V/def2-TZVPD) results for 2 unconnected molecules or ions with the total composition C3H8NO.

Computed properties:
Net charge: -1
M: 74.1 g/mol
Gap between HOMO and LUMO: 6.079 eV
Energy above the lowest of the compared OMol25 structures with the same formula, charge and spin: 96.35 kJ/mol
E_HOMO: -1.80 eV

Atoms and positions in Å:
C  0.9299  -0.3530  -2.1909
O  0.0803  -0.9165  -1.2460
H  0.4783  -0.4132  -3.2059
H  1.8138  -0.9892  -2.3377
H  1.1765  0.6856  -1.9404
C  0.3812  -0.3312  1.9784
C  -0.3740  0.7367  1.5206
N  -1.2502  0.8247  0.5001
H  0.1723  -1.3885  1.8581
H  1.3812  -0.1392  2.3628
H  -0.1655  1.6546  2.1008
H  -1.4471  1.8192  0.4298
H  -0.3302  -0.1971  -0.6877

---

Entry 3:
DFT (wB97M-V/def2-TZVPD) results for C4H7NS in the gas phase.

Computed properties:
M: 101.2 g/mol
SMILES: C=C(C)C(N)=S
Gap between HOMO and LUMO: 8.299 eV
Energy above the lowest of the compared OMol25 structures with the same formula, charge and spin: 69.51 kJ/mol
E_HOMO: -8.19 eV

Atoms and positions in Å:
C  1.6995  0.3992  0.3764
C  0.4815  0.0180  0.0936
C  0.1473  -1.4574  -0.0457
C  -0.5150  1.0573  -0.0795
N  -1.8164  0.6934  -0.1651
S  -0.1354  2.6701  -0.1340
H  2.5260  -0.3278  0.4095
H  2.0050  1.4765  0.4278
H  -0.3430  -1.8269  0.8747
H  -0.4880  -1.7138  -0.8403
H  1.0337  -2.0515  -0.2307
H  -2.5387  1.3408  -0.3940
H  -2.0564  -0.2779  -0.2927

---

Entry 4:
DFT (wB97M-V/def2-TZVPD) results for a molecular structure, C15H15FeN5O8SSe.

Computed properties:
Net charge: -2
M: 560.2 g/mol
Spin multiplicity: 5
Gap between HOMO and LUMO (spin up / spin down): 6.810 / 6.634 eV
E_HOMO (spin up / spin down): -2.52 / -2.34 eV

Atoms and positions in Å:
Fe  -0.2755  0.0920  0.7857
C  2.5590  -4.8672  6.7118
C  1.7903  -3.8373  5.9246
C  1.6645  -3.9574  4.5425
C  0.9730  -3.0125  3.8038
C  0.3978  -1.9231  4.4462
C  0.5149  -1.7861  5.8186
C  1.2060  -2.7431  6.5523
S  -0.4543  -0.6647  3.4979
O  -1.3782  -0.0410  4.4166
O  -1.0859  -1.4159  2.4010
N  0.6033  0.3376  2.9404
C  1.9688  -0.1146  2.6835
C  2.2179  -1.0470  1.4797
O  3.2373  -1.7376  1.4950
O  1.3578  -1.0055  0.5223
H  2.1744  -5.8733  6.5299
H  2.4960  -4.6698  7.7828
H  3.6148  -4.8672  6.4311
H  2.1251  -4.7971  4.0332
H  0.8812  -3.1063  2.7293
H  0.0509  -0.9341  6.2987
H  1.2920  -2.6366  7.6290
H  2.4361  -0.5882  3.5522
H  2.5568  0.7829  2.4673
N  -0.7492  1.6178  -3.0274
C  0.0811  1.8434  -4.0825
C  0.4501  0.6038  -4.5356
N  -0.1271  -0.3744  -3.7758
C  -0.8378  0.2759  -2.8757
C  -1.7098  -0.3139  -1.8501
N  -1.4344  -1.3321  -1.0629
C  -2.5895  -1.5532  -0.3387
C  -3.5423  -0.6522  -0.6896
N  -2.9870  0.1257  -1.6718
H  -1.1864  2.2837  -2.3612
H  0.3513  2.8367  -4.3968
H  1.1077  0.3662  -5.3572
H  -2.6196  -2.2954  0.4402
H  -4.5133  -0.4423  -0.2785
H  -3.2489  1.0900  -1.8489
O  0.1173  2.1175  -0.0381
Se  -1.4237  2.6372  0.2994
O  -2.2158  2.9175  -1.1291
O  -2.0249  1.2396  0.9868
O  -1.5200  3.9250  1.2582

---

What did the first record say?
DFT (wB97M-V/def2-TZVPD) results for C5H8O in the gas phase.

Computed properties:
M: 84.1 g/mol
SMILES: C[C@H]1CCC1=O
Gap between HOMO and LUMO: 10.411 eV
Energy above the lowest of the compared OMol25 structures with the same formula, charge and spin: 81.27 kJ/mol
E_HOMO: -9.42 eV

Atoms and positions in Å:
C  1.6363  -0.5559  0.2616
C  0.5570  0.4466  -0.1002
C  -0.5685  -0.0547  -1.0524
C  -1.6502  0.1866  0.0470
C  -0.5071  0.5354  1.0033
O  -0.4072  0.6638  2.1935
H  2.3087  -0.1462  1.0242
H  1.1287  -1.4203  0.7044
H  2.2160  -0.8995  -0.6060
H  0.9871  1.4148  -0.3798
H  -0.7131  0.5222  -1.9721
H  -0.4241  -1.1100  -1.3167
H  -2.2698  1.0742  -0.1395
H  -2.2937  -0.6572  0.3327